# 1
11
Properties=species:S:1:pos:R:3:lowdin_charge:R:1 method="wB97M-V/def2-TZVPD" total_energy_ev=-13807.4587 fmax_ev_per_a=2.810 total_charge=0 e_homo_ev=-8.64 relative_energy_kj_mol=54.13
C -0.5542 -0.7923 -0.2354 -0.08
C 0.5294 0.2615 -0.1773 -0.38
N 0.9119 0.5203 1.6373 -0.52
O 0.2837 1.5282 -0.7092 -0.01
I 2.0364 -1.0259 2.3429 0.68
H -0.1756 -1.5215 0.4198 0.01
H -0.7295 -1.1381 -1.2840 0.11
H -1.5436 -0.5697 0.0917 0.07
H 1.4737 -0.2192 -0.5616 0.12
H 1.6762 1.1981 1.7069 -0.07
H -0.6331 1.7405 -0.5984 0.09


# 2
13
Properties=species:S:1:pos:R:3:lowdin_charge:R:1 method="wB97M-V/def2-TZVPD" total_energy_ev=-26689.2357 fmax_ev_per_a=5.850 total_charge=0 e_homo_ev=-9.39 relative_energy_kj_mol=128.51
C -2.5555 1.1199 -1.9672 -0.09
C -2.6255 -0.0730 -1.3851 -0.11
N 2.0782 -0.9527 0.3669 -0.72
O 1.5519 1.4930 -0.0358 -0.36
O 1.3472 -0.1130 -1.8908 -0.41
S 0.9296 0.0421 -0.5771 0.77
I 2.4043 -0.6366 2.4363 0.68
H -2.1293 1.9669 -1.5336 0.03
H -2.8404 1.1908 -3.0237 0.05
H 2.4968 1.5851 -0.0226 0.03
H -2.3247 -0.0483 -0.3110 0.04
H -2.9751 -1.0602 -1.8844 0.09
H 2.9495 -1.2511 -0.1121 0.00


# 3
12
Properties=species:S:1:pos:R:3:lowdin_charge:R:1 method="wB97M-V/def2-TZVPD" total_energy_ev=-23090.1954 fmax_ev_per_a=3.576 total_charge=+1 smiles="[NH3+]CC(=O)PI" e_homo_ev=-12.86 relative_energy_kj_mol=51.24
N 0.0556 -0.1341 -1.2307 0.15
C 0.3011 0.3036 0.2371 -0.15
C -1.0265 0.5794 0.9423 -0.66
O -1.1158 1.3325 1.8108 0.10
P -2.7544 -0.5034 0.3714 0.46
I -1.6358 -2.4728 1.1767 0.47
H -0.3945 -1.0578 -1.4070 0.13
H 1.0466 -0.3004 -1.5424 0.18
H -0.2656 0.7493 -1.7534 0.21
H 1.0838 1.0952 0.2078 0.16
H 0.7876 -0.5472 0.7652 0.11
H -3.2334 -0.2629 1.6337 -0.15


# 4
11
Properties=species:S:1:pos:R:3:lowdin_spin:R:1 method="wB97M-V/def2-TZVPD" total_energy_ev=-39864.2724 fmax_ev_per_a=6.364 total_charge=+2 e_homo_ev="-17.82 / -18.42" relative_energy_kj_mol=238.49 spin_multiplicity=2
C 1.4285 -1.7965 0.2788 0.61
C 0.6806 -1.5060 1.5546 0.06
O -0.2129 -0.4648 1.4976 0.05
H 1.1668 -0.8042 -1.2756 0.07
H 0.8071 -2.4701 -0.3285 0.03
H 2.3615 -1.2168 0.2761 0.03
H 1.3973 -1.3264 2.3911 0.00
H 0.1297 -2.4155 1.9026 0.01
O 0.3044 0.2738 -1.5030 0.10
H 0.0439 0.2387 -2.4277 0.00
Lu -0.9746 0.9979 0.0911 0.02


# 5
10
Properties=species:S:1:pos:R:3:lowdin_charge:R:1 method="wB97M-V/def2-TZVPD" total_energy_ev=-5149.6872 fmax_ev_per_a=4.130 total_charge=0 e_homo_ev=-9.16 relative_energy_kj_mol=215.41
H -1.3473 -1.3822 0.0636 0.02
N -1.7933 -0.4412 -0.0166 0.05
C -1.0488 0.6225 -0.0048 -0.38
N 0.2771 0.7854 0.0901 -0.12
C 1.0717 -0.3907 0.0208 -0.17
H -1.4848 1.6084 0.1306 0.11
H 0.6336 1.6666 -0.2837 0.13
H 2.1085 -0.2407 -0.6239 0.12
H 1.1496 -0.8291 1.1335 0.11
H 0.4337 -1.3990 -0.5097 0.12


# 6
10
Properties=species:S:1:pos:R:3:lowdin_charge:R:1 method="wB97M-V/def2-TZVPD" total_energy_ev=-5150.9942 fmax_ev_per_a=1.107 total_charge=0 smiles="[H]/N=C/NC" e_homo_ev=-9.04 relative_energy_kj_mol=89.30
H -0.7724 2.7149 -0.8519 0.03
N -0.0423 2.0339 -0.6788 0.06
C -0.4079 0.9350 -0.1699 -0.36
N 0.5160 0.0634 0.3493 -0.08
C 0.1967 -1.3534 0.3334 -0.12
H -1.4294 0.5412 -0.1750 0.12
H 1.4595 0.3321 0.1106 0.12
H -0.1056 -1.7187 -0.6448 0.08
H 1.0820 -1.9420 0.5963 0.08
H -0.4966 -1.6065 1.1309 0.08


# 7
10
Properties=species:S:1:pos:R:3:lowdin_spin:R:1 method="wB97M-V/def2-TZVPD" total_energy_ev=-5136.6804 fmax_ev_per_a=3.738 total_charge=+1 e_homo_ev="-15.70 / -17.37" relative_energy_kj_mol=604.24 spin_multiplicity=2
C 0.5953 -0.9189 -0.6534 0.10
N -0.7710 -0.5899 -0.4335 0.24
C -0.8573 0.7039 0.1596 0.09
N -0.0023 1.1622 1.2013 0.51
H 0.2720 -1.2700 0.4199 0.03
H 0.7922 -1.7322 -1.3485 0.01
H 1.2721 -0.1168 -0.9519 0.00
H -1.9042 0.8226 0.4498 0.02
H -0.1082 1.4935 -0.2498 -0.02
H 0.7114 0.4457 1.4065 0.01


# 8
11
Properties=species:S:1:pos:R:3:lowdin_charge:R:1 method="wB97M-V/def2-TZVPD" total_energy_ev=-7196.5456 fmax_ev_per_a=4.048 total_charge=0 smiles="CO/C=N/N" e_homo_ev=-8.48 relative_energy_kj_mol=312.80
C 1.9337 -0.6009 0.0566 -0.04
O 1.2039 0.6819 -0.0500 -0.10
C -0.1308 0.6506 -0.0337 -0.32
N -0.8090 -0.3878 -0.1429 -0.05
N -2.1813 -0.2710 0.1678 -0.09
H 1.8056 -1.3299 -0.7232 0.08
H 1.7366 -1.0793 1.0363 0.10
H 2.9018 -0.2686 0.0100 0.05
H -0.5178 1.6360 0.1510 0.13
H -2.6011 0.8246 0.0543 0.14
H -2.8412 -0.9252 -0.4393 0.11


# 9
11
Properties=species:S:1:pos:R:3:lowdin_charge:R:1 method="wB97M-V/def2-TZVPD" total_energy_ev=-7194.4612 fmax_ev_per_a=7.818 total_charge=0 e_homo_ev=-10.36 relative_energy_kj_mol=513.91
H -0.3331 1.1037 0.0166 0.01
N -0.7368 1.8749 -0.4377 0.14
N -0.1432 2.9245 -0.1996 -0.33
O 0.8968 3.1317 0.3812 -0.03
H -0.6456 3.8396 -0.4157 0.19
C 0.2919 -1.1096 -0.4324 -0.08
C 0.1327 -1.5688 0.7887 -0.04
H -0.6679 -1.2579 -1.0347 0.09
H 1.1071 -0.7643 -0.8437 0.00
H 0.9739 -1.3715 1.3815 0.04
H -0.6989 -1.9010 1.1977 0.01


# 10
11
Properties=species:S:1:pos:R:3:lowdin_charge:R:1 method="wB97M-V/def2-TZVPD" total_energy_ev=-7191.2406 fmax_ev_per_a=4.324 total_charge=0 e_homo_ev="-8.63 / -6.23" relative_energy_kj_mol=824.65
C -0.1853 1.0308 0.0852 -0.22
N 0.9529 0.3516 -0.3109 -0.13
C -1.0704 -0.2496 -0.2108 -0.20
O 1.9389 0.5248 0.7134 -0.10
N -2.0766 -0.7469 -0.6461 0.12
H 2.7680 0.2448 0.3081 0.09
H 0.0555 -1.7624 0.5893 0.06
H -2.4439 -0.8548 -1.5841 0.06
H -0.2927 1.3154 1.1302 0.12
H -0.5042 1.7789 -0.6392 0.12
H 0.8578 -1.6325 0.5650 0.08


# 11
11
Properties=species:S:1:pos:R:3:lowdin_charge:R:1 method="wB97M-V/def2-TZVPD" total_energy_ev=-7197.5484 fmax_ev_per_a=1.933 total_charge=0 smiles="[H]/N=C/N.C=O" e_homo_ev=-9.33 relative_energy_kj_mol=216.04
H -0.2446 0.4290 -2.0238 0.06
N 0.0194 0.2613 -1.0568 0.08
C 1.2476 -0.0566 -1.1286 -0.36
N 2.0072 -0.6976 -0.1580 0.07
H 1.8408 0.1732 -2.0207 0.11
H 2.9097 -0.9994 -0.4875 0.08
H 1.5102 -1.4120 0.3558 0.08
C -1.5209 -0.1623 1.0418 -0.23
O -1.9001 0.9067 1.4165 -0.01
H -2.1761 -0.7161 0.3476 0.07
H -0.6161 -0.7539 1.2427 0.05


# 12
11
Properties=species:S:1:pos:R:3:lowdin_charge:R:1 method="wB97M-V/def2-TZVPD" total_energy_ev=-7197.4453 fmax_ev_per_a=3.299 total_charge=0 smiles="CNNC=O" e_homo_ev=-9.19 relative_energy_kj_mol=225.99
C 2.2231 -0.2670 0.2614 -0.15
N 1.1112 0.4939 -0.1880 -0.16
N -0.1186 -0.1571 -0.2746 -0.04
C -1.3703 0.2737 0.1993 -0.34
O -2.4585 -0.2521 0.0125 -0.01
H 2.5499 -1.0615 -0.5485 0.10
H 3.1066 0.4225 0.3242 0.09
H 2.0556 -0.7088 1.2478 0.08
H 1.3174 0.9830 -1.0421 0.11
H -0.0635 -1.2189 -0.4881 0.18
H -1.3633 1.2035 0.8803 0.14